C4H10N2 | ωB97M-V/def2-TZVPD

HOMO energy = -8.9 eV
orbital gap = 8.718 eV
ΔE to the lowest compared entry with this formula, charge and spin = 3.612 eV
lowest unoccupied orbital energy = -0.15 eV

```
16
Properties=species:S:1:pos:R:3:forces:R:3:lowdin_charge:R:1
H -2.532 -0.568 1.430 -0.08 0.21 -0.35 0.083
N -1.870 -0.081 -1.306 2.54 1.08 -1.33 0.057
H -1.258 -1.661 0.863 -0.05 -0.15 0.18 0.080
C 1.008 0.437 -0.549 3.17 2.67 -1.69 -0.359
H 0.466 -0.064 -2.345 0.26 0.93 -0.11 0.040
C -1.505 -0.620 1.071 1.85 -0.56 -0.05 -0.080
H 2.808 -0.429 0.231 -0.04 -0.11 -0.13 0.073
H -0.868 -0.235 1.866 0.07 -0.14 0.16 0.060
H -1.359 1.324 0.059 -0.21 -1.08 -0.01 0.107
H 0.668 1.534 -0.569 -1.00 -1.73 0.25 0.139
C -1.348 0.210 -0.177 -3.99 1.68 0.78 -0.390
H -1.452 -0.887 -1.772 -1.34 -1.06 0.79 0.049
H 1.558 -0.204 1.435 -0.10 0.02 0.14 0.061
N 1.206 -0.177 -1.654 -0.88 -1.44 1.06 0.095
H 2.464 1.181 0.864 -0.12 0.16 -0.05 0.073
C 2.014 0.240 0.551 -0.08 -0.48 0.37 -0.087
```
Positions in Å, forces in eV/Å.


C41H52F12N2O18 | ωB97M-V/def2-TZVPD

HOMO energy = -9.3 eV
orbital gap = 8.832 eV
lowest unoccupied orbital energy = -0.46 eV

```
125
Properties=species:S:1:pos:R:3:forces:R:3:lowdin_charge:R:1
H 1.832 -1.561 2.497 0.45 0.97 -0.35 0.115
C 1.149 0.280 1.420 -0.88 0.77 -0.38 -0.031
H -0.641 -1.008 -1.983 0.61 -0.41 0.67 0.115
H 2.517 2.619 3.756 0.22 -0.69 0.44 0.091
O -1.793 1.121 6.974 0.16 0.57 -0.06 0.159
C 1.326 -0.408 -1.149 -1.03 0.54 -0.47 -0.134
H 6.954 -1.133 -0.449 0.08 0.09 0.07 0.080
H -1.873 3.671 2.620 0.78 -0.41 0.37 0.116
O -3.708 1.157 1.416 0.10 -0.08 -0.05 0.102
H -5.323 2.622 1.353 0.14 -0.02 -0.40 0.136
F 10.499 -3.409 -3.576 -0.15 0.27 0.30 0.160
H 2.451 -1.443 0.843 -0.51 0.69 0.64 0.105
H 0.213 -1.109 3.887 0.52 0.41 0.49 0.085
C 2.181 -0.822 1.734 -0.27 -0.31 -0.62 -0.115
C 0.085 4.346 3.387 -0.04 -0.52 -0.56 -0.129
O -4.550 -6.705 -5.597 0.32 -0.13 0.41 0.171
H 0.491 -0.433 5.556 0.19 -0.19 -0.92 0.075
C -2.765 3.048 -4.607 0.03 -0.22 -0.18 -0.068
H 0.813 6.094 2.270 -0.04 -0.75 -0.25 0.127
F -2.992 3.756 5.549 -0.03 -0.39 0.08 0.154
O -4.379 2.787 -6.408 -0.34 -0.44 -0.49 0.032
C 0.986 1.019 3.971 0.33 -0.48 -0.15 -0.266
O 3.197 4.715 2.356 -1.14 -0.34 -0.01 0.078
H 0.942 3.862 3.905 -0.82 0.73 0.09 0.068
H -3.660 -3.612 -7.641 -0.01 -0.03 -0.14 0.082
C 2.430 1.905 5.885 1.31 1.06 -0.52 -0.228
C 9.193 -3.106 -3.453 0.07 -0.91 -1.12 -0.529
H -1.330 2.741 4.039 0.48 0.21 -0.63 0.095
H 2.082 4.078 5.761 -0.45 -0.57 0.28 0.076
C -2.750 3.340 6.806 0.02 1.54 0.17 -0.527
H -2.689 0.423 -0.712 -0.49 0.71 0.04 0.142
N 4.507 -0.801 1.590 0.80 0.82 0.92 -0.015
C 2.050 4.396 1.667 -0.53 0.22 -0.60 -0.493
H -4.316 -1.658 8.319 -0.01 0.04 -0.05 0.084
H -0.003 4.864 1.210 0.59 0.20 0.54 0.102
H -3.131 -0.409 8.731 0.01 -0.09 -0.09 0.077
F -4.007 1.482 -8.715 -0.05 0.05 0.40 0.160
H 2.003 -2.431 -2.738 -0.77 0.22 0.06 0.115
O -2.143 4.342 0.259 -0.46 0.24 0.03 0.169
H -0.633 -3.263 -4.102 0.12 -0.29 1.00 0.126
C -4.114 -0.587 8.292 0.18 0.24 0.21 -0.059
H 1.917 -0.895 4.591 -0.81 -0.03 -0.23 0.081
C 8.957 -2.115 -2.310 -0.02 0.48 1.19 -0.390
H 3.517 2.061 6.132 -0.88 -0.23 -0.04 0.107
C -0.972 3.209 3.097 0.37 0.31 -0.76 -0.116
H 0.947 -4.090 -3.945 -0.76 0.53 0.19 0.129
C -0.357 2.198 2.096 0.00 -0.67 -0.62 -0.074
H -2.018 3.374 -5.334 -0.05 0.10 0.05 0.089
H 0.049 -2.237 -0.818 0.12 0.48 -0.57 0.102
C 0.602 1.149 2.467 -0.57 0.27 -1.15 -0.021
F 8.540 -4.265 -3.263 0.02 0.33 0.24 0.159
H 3.245 0.964 4.111 -0.71 0.57 -0.32 0.096
H -4.924 3.017 -4.403 0.00 -0.19 -0.18 0.123
O 9.070 -2.735 -1.133 0.23 -0.18 -0.62 0.029
F -1.571 3.859 7.167 -0.12 -0.53 -0.08 0.160
F -6.133 1.486 -8.331 0.15 0.07 0.40 0.162
C 0.926 -2.180 -2.903 -0.54 -0.39 0.15 -0.171
C -2.768 1.813 6.899 -0.45 -1.21 -0.05 -0.386
O -4.022 1.363 6.841 0.30 0.60 -0.14 0.034
C -0.868 1.846 -1.635 0.59 -0.85 3.16 -0.336
C 0.185 -3.482 -3.384 1.50 0.10 -0.59 -0.182
C -4.952 1.036 -7.870 -0.10 -0.48 -1.34 -0.528
H 2.115 1.004 6.457 0.00 0.61 -0.50 0.103
H 6.931 -2.643 0.447 0.08 0.01 0.12 0.088
H 1.896 3.421 7.412 -0.40 -0.26 -0.81 0.081
H 7.337 -1.130 1.275 0.13 -0.06 -0.06 0.053
H -4.284 4.435 -5.215 -0.07 -0.11 -0.31 0.126
N -2.105 2.444 -1.156 -1.38 1.32 -1.40 0.005
H -5.010 -4.340 -6.788 -0.06 -0.07 -0.09 0.079
C -4.452 -4.358 -7.726 0.03 0.07 0.34 -0.062
C -3.994 1.736 0.395 0.24 -0.33 1.03 -0.472
O -2.896 -6.071 -6.980 0.28 -0.33 0.47 0.027
C 7.450 -1.686 0.350 0.07 -0.15 -0.39 -0.077
H -5.163 -0.277 6.447 0.02 0.33 -0.03 0.127
C 8.914 -1.907 0.034 -0.25 0.28 0.59 -0.193
H -3.442 -0.550 6.230 0.11 0.23 0.07 0.126
C 0.763 0.434 0.019 -0.04 0.77 0.74 -0.072
C 0.293 -1.512 -1.623 1.00 0.52 -0.97 -0.160
H 2.348 -0.814 -0.987 -0.81 0.14 0.09 0.109
H 0.901 -1.445 -3.749 0.05 -0.55 0.72 0.127
C 0.886 -0.478 4.509 0.30 0.90 0.52 -0.055
C -1.762 3.249 0.010 1.75 -2.73 0.66 -0.344
C -4.705 1.493 -6.431 0.21 0.83 1.01 -0.389
F 8.791 -2.622 -4.633 0.01 0.23 0.46 0.164
H 9.392 -2.440 0.856 0.06 -0.21 -0.26 0.126
C -4.181 -0.067 6.871 -0.20 -0.75 0.13 -0.196
F -3.677 3.913 7.591 0.05 -0.45 -0.08 0.166
C 0.682 5.005 2.069 0.42 0.28 0.95 -0.054
O -0.257 -4.332 -2.293 0.84 0.38 0.27 -0.081
O 3.422 -0.172 2.136 -1.12 -0.62 0.00 -0.098
H 3.856 4.090 1.991 -0.15 0.41 0.09 0.128
O 1.392 -5.773 -1.674 -0.07 -0.39 -0.22 0.128
C -2.245 -6.912 -4.880 1.11 -0.29 1.12 -0.524
C -3.161 1.422 -0.883 -1.02 0.54 -0.68 -0.013
C -0.203 1.430 -0.299 0.11 0.71 1.54 -0.008
H -4.843 -0.074 8.922 -0.08 -0.09 -0.09 0.085
H -0.420 5.129 3.995 0.64 -0.57 -0.18 0.121
C -3.387 -6.549 -5.832 -0.59 0.29 -1.04 -0.385
H 0.266 1.587 4.613 0.41 -0.33 -1.00 0.103
C -4.162 3.358 -5.105 0.33 0.39 0.64 -0.193
H -2.626 1.976 -4.466 -0.04 0.06 0.10 0.068
H 1.208 -4.024 -0.744 -0.61 -0.12 -0.60 0.143
O 5.476 -0.325 2.074 -0.32 -0.48 -0.55 0.036
F -2.669 -7.096 -3.625 -0.32 0.13 -0.45 0.169
H -4.639 -6.495 -8.050 0.08 -0.01 0.25 0.126
C 1.686 3.210 6.333 0.33 -0.79 0.15 -0.107
H 1.411 0.291 -2.023 0.08 -0.54 0.78 0.121
H -3.863 1.385 -1.751 0.64 -0.09 0.51 0.137
H 0.596 3.062 6.171 0.66 0.52 0.23 0.048
C 0.844 -4.732 -1.537 -0.29 0.45 0.17 -0.337
O -0.475 1.745 -2.748 -0.37 -0.08 -0.53 0.163
O -5.023 2.625 0.423 0.78 -0.42 -0.92 0.109
C -0.760 2.307 0.732 1.47 -1.10 -0.24 -0.013
O 8.739 -0.947 -2.452 0.04 -0.27 -0.49 0.170
H -5.125 -4.069 -8.534 0.05 -0.04 0.00 0.084
C 2.406 1.663 4.312 -1.13 -0.67 1.45 -0.142
O -4.822 0.798 -5.462 -0.09 -0.30 -0.48 0.163
O 2.116 3.663 0.714 0.26 -0.22 0.02 0.098
C -3.864 -5.730 -7.986 -0.42 0.32 -0.52 -0.201
F -1.633 -8.050 -5.253 -0.35 0.18 -0.29 0.163
F -1.299 -5.958 -4.835 -0.34 0.01 -0.28 0.155
F -4.973 -0.299 -7.980 0.04 0.27 0.42 0.158
H -2.576 3.548 -3.657 -0.04 -0.04 -0.03 0.072
H -3.333 -5.728 -8.938 0.24 -0.09 0.21 0.125
H 9.446 -0.962 -0.091 -0.06 -0.07 -0.25 0.127
```
Positions in Å, forces in eV/Å.


C28H30GeN7S4Ti | ωB97M-V/def2-TZVPD

2S+1 = 2
expectation value of S² = 0.762
HOMO energy (alpha / beta) = -5.6 / -5.6 eV
orbital gap (alpha / beta) = 4.867 / 4.799 eV
ΔE to the lowest compared entry with this formula, charge and spin = 2.357 eV
lowest unoccupied orbital energy (alpha / beta) = -0.69 / -0.82 eV

```
71
Properties=species:S:1:pos:R:3:forces:R:3:lowdin_charge:R:1
H -0.177 -7.333 -4.787 -0.02 -0.39 -0.34 0.105
N -0.299 -8.589 -1.697 1.02 -1.36 -0.69 0.063
C 1.081 -1.423 -2.920 -0.24 -0.24 0.50 -0.130
C 3.142 3.453 3.702 -1.57 -1.75 -0.45 -0.039
C 2.633 2.774 2.526 0.40 2.86 1.25 -0.033
H -1.064 4.903 -1.394 -0.67 1.06 1.63 0.017
H 0.815 -8.033 -0.025 -0.33 0.48 -0.87 0.124
S 1.803 -0.889 3.814 0.05 0.94 -0.81 1.021
C 1.994 0.881 3.933 0.75 -0.23 -0.95 -0.447
H -1.194 6.356 2.549 -0.13 0.91 -0.07 -0.009
H 1.258 -0.472 -3.413 0.77 0.10 0.61 0.113
C 1.556 2.838 -1.774 -1.29 -0.91 0.93 -0.765
H -3.462 3.005 0.632 0.08 0.36 2.07 0.039
H -0.749 1.776 1.392 0.44 1.21 -0.41 0.089
Ti 0.810 -0.030 -0.353 -1.24 1.49 2.35 0.612
N -0.358 2.249 -0.581 4.29 -0.55 -0.23 -0.305
C -0.399 -8.561 -3.049 -2.48 -1.61 2.24 -0.135
H 2.256 1.071 6.084 0.45 0.53 -1.36 0.130
H 1.968 -6.132 -1.317 -0.60 -0.42 -0.25 0.125
H -2.890 2.530 2.353 -0.09 0.01 -0.18 0.008
C 2.407 1.528 5.059 -0.61 0.75 1.99 -0.116
S 1.471 -5.281 -4.071 1.08 0.91 -1.04 1.038
H 1.874 4.558 -2.801 0.43 -1.33 0.25 0.117
H 0.322 5.386 2.700 -0.76 0.27 -0.18 0.014
C -0.031 -3.760 -2.249 -1.36 -2.34 -0.89 -0.083
H -3.734 4.101 2.148 -0.53 -0.11 -0.09 -0.005
H -3.494 -2.168 1.808 -0.38 -0.41 0.26 0.076
C 1.230 -6.802 -1.797 1.89 0.21 -0.50 -0.086
C 1.874 -0.711 2.061 -0.15 1.90 -0.22 -1.092
C -1.470 1.635 -1.085 -2.37 -1.06 -0.89 -0.147
H -2.722 5.031 -0.935 -0.18 0.25 0.44 0.009
C -1.786 -1.125 1.198 0.60 1.00 -0.18 -0.160
H -1.373 -2.527 -1.112 1.05 -0.11 0.10 0.130
N -1.210 -0.152 0.389 0.15 -1.90 0.58 -0.091
C -0.790 5.373 2.610 0.89 -1.28 1.65 -0.240
H 3.324 3.624 -2.619 -1.63 -0.49 0.28 0.102
C -3.100 3.360 1.678 0.70 0.39 -2.18 -0.218
C -2.029 0.505 -0.514 1.62 2.71 -0.75 -0.360
H -1.155 4.927 3.593 0.34 0.43 -1.27 0.044
C 2.069 1.537 2.656 -0.02 -3.78 0.57 -0.284
C -1.736 5.301 -0.542 0.74 -1.50 -1.42 -0.223
C 2.904 2.839 4.954 0.56 -0.32 -1.42 -0.085
Ge -1.388 4.286 1.118 -1.07 -1.24 0.25 0.857
N 1.869 0.551 1.635 -0.30 -0.34 0.43 -0.136
H 0.728 2.725 1.192 0.07 0.08 -0.54 0.008
C 1.598 -2.589 -3.504 -1.04 0.69 0.11 -0.060
N 0.252 -1.382 -1.842 -0.87 -2.62 -2.71 -0.083
C 1.026 -6.723 -3.187 -1.14 1.89 2.42 -0.539
S 1.958 -1.913 0.823 -0.43 -0.22 0.17 0.592
H -3.953 0.431 -1.684 1.04 -0.16 1.20 0.131
H -1.669 6.367 -0.378 0.10 0.26 -0.17 -0.003
H -1.111 -9.329 -3.463 0.80 1.02 0.30 0.129
N 0.301 3.164 -1.506 1.66 -1.13 0.35 0.035
H 3.643 4.422 3.611 -0.40 -0.40 0.08 0.104
H 3.212 3.332 5.838 0.26 0.44 0.76 0.084
H -1.045 -1.576 1.880 -0.76 0.04 -0.20 0.101
C 0.619 -7.822 -1.101 -0.87 -0.19 0.30 -0.140
C -3.111 -1.437 1.135 0.65 0.21 -0.64 -0.108
S 2.484 1.392 -1.182 0.00 1.16 -1.11 0.603
C 0.112 -7.551 -3.773 0.81 0.43 -1.75 -0.127
C -0.283 2.641 0.828 -1.40 0.09 0.32 -0.249
H -0.654 -4.697 -2.109 0.77 1.38 0.06 0.143
H -1.898 2.077 -1.974 -0.29 0.24 0.10 0.112
N 2.281 3.614 -2.613 0.77 2.25 -0.76 0.027
H 2.531 3.401 1.628 0.61 -0.84 0.05 0.112
C -0.424 -2.595 -1.684 -0.25 2.23 1.40 -0.094
H -4.776 -1.390 -0.346 -0.22 0.26 0.70 0.094
H 2.384 -2.346 -4.201 0.01 -0.81 -0.45 0.113
C -3.355 0.097 -0.783 -2.09 -2.34 0.19 -0.055
C 0.986 -3.816 -3.201 1.02 0.26 0.58 -0.486
C -3.887 -0.889 0.036 0.88 0.68 -1.48 -0.087
```
Positions in Å, forces in eV/Å.


C3H6N2O2 | ωB97M-V/def2-TZVPD

HOMO energy = -9.5 eV
orbital gap = 9.967 eV
ΔE to the lowest compared entry with this formula, charge and spin = 4.651 eV
lowest unoccupied orbital energy = 0.45 eV

```
13
Properties=species:S:1:pos:R:3:forces:R:3:lowdin_charge:R:1
C 1.398 -0.006 -1.833 -0.99 -0.71 -0.44 0.059
C -0.143 -0.937 0.220 1.99 1.60 -1.71 0.092
H -1.850 1.416 1.902 1.11 0.07 -0.32 0.126
O -2.406 -0.401 0.415 0.29 -0.34 -0.19 0.044
H -0.074 1.224 1.511 1.61 1.47 0.50 0.037
C -1.254 -0.120 0.708 -2.01 1.83 1.72 -0.549
H 0.782 -0.659 -2.385 -0.18 -0.80 -0.67 0.071
H 0.449 -1.447 0.955 0.91 0.71 0.58 0.111
N -1.000 0.935 1.589 -2.00 -2.68 -1.26 0.166
O 1.379 1.002 0.171 1.39 2.27 1.39 -0.058
H -0.490 -1.731 -0.366 -0.70 -0.63 -1.60 0.086
H 2.232 0.491 -2.225 0.89 0.87 -0.39 0.077
N 0.978 0.233 -0.663 -2.30 -3.66 2.40 -0.263
```
Positions in Å, forces in eV/Å.


C17H19N3O4S | ωB97M-V/def2-TZVPD

HOMO energy = -9.6 eV
orbital gap = 9.865 eV
ΔE to the lowest compared entry with this formula, charge and spin = 2.079 eV
lowest unoccupied orbital energy = 0.22 eV

```
44
Properties=species:S:1:pos:R:3:forces:R:3:lowdin_charge:R:1
H -4.972 -1.952 0.612 0.05 -0.02 0.08 0.138
H 4.306 2.253 1.080 -0.05 -0.13 0.06 0.127
N 3.887 -1.816 -0.823 -0.29 -0.41 -0.21 0.063
C -2.961 -1.387 -1.065 0.21 -0.40 -0.46 -0.176
O -4.346 1.143 1.402 0.16 -0.11 0.22 -0.269
C -2.346 1.663 -0.242 -0.38 -0.32 0.01 -0.258
H -1.204 -2.425 -0.364 -0.03 -0.03 -0.07 0.128
H -1.262 0.641 1.288 0.09 -0.08 0.09 0.129
C -2.172 -2.678 -0.823 0.05 0.34 -0.18 -0.184
C 6.090 -1.051 -0.340 -0.07 0.02 0.03 -0.060
H 0.887 3.609 -0.928 0.08 0.03 -0.02 0.113
H -4.181 -1.187 2.018 -0.06 -0.19 0.06 0.121
H 3.338 1.161 2.098 0.10 0.14 -0.15 0.133
C 1.160 1.687 1.067 0.02 0.15 -0.14 -0.456
C 5.578 0.067 0.296 -0.19 -0.08 -0.03 -0.031
H -3.888 -1.607 -1.612 0.11 0.02 0.00 0.133
H -3.729 -3.712 1.827 0.03 0.12 0.03 0.130
C -0.012 3.039 -0.744 -0.01 -0.11 0.07 -0.019
H 2.387 2.086 -0.529 -0.13 -0.05 0.06 0.138
C -0.033 2.056 0.243 -0.39 -0.01 0.01 -0.112
H 6.238 0.803 0.733 0.06 0.08 0.02 0.113
C -2.326 2.624 -1.235 -0.13 0.04 -0.08 -0.041
C -1.223 1.382 0.505 0.31 0.07 0.15 0.013
H 5.545 -2.850 -1.400 0.13 -0.05 -0.03 0.103
N -3.255 -0.792 0.222 -0.23 1.04 0.03 -0.250
C 3.405 -0.753 -0.207 -0.02 0.33 0.21 -0.100
C 4.200 0.232 0.373 0.13 -0.08 -0.12 -0.186
O -4.744 0.911 -1.017 0.25 -0.01 -0.11 -0.281
C -4.007 -1.696 1.071 -0.21 -0.30 0.42 -0.167
C 5.199 -1.963 -0.887 0.34 0.00 0.00 -0.155
O 1.060 1.263 2.199 -0.15 -0.18 0.19 0.081
S -3.861 0.770 0.108 0.29 -0.21 -0.07 0.679
H -3.228 2.809 -1.797 -0.07 0.07 -0.13 0.116
H -2.005 -3.210 -1.760 0.04 0.12 0.04 0.130
N 2.357 1.853 0.450 0.26 0.12 -0.20 0.063
H -1.130 4.093 -2.232 -0.01 0.05 -0.05 0.110
C 3.592 1.423 1.064 0.03 0.04 0.30 -0.128
H 7.154 -1.209 -0.413 0.09 -0.03 -0.03 0.101
C -1.154 3.324 -1.474 -0.05 0.00 0.00 -0.051
H 2.325 -0.685 -0.170 -0.08 0.10 0.04 0.114
O -2.882 -3.560 0.011 -0.11 -0.18 -0.05 -0.125
H -2.370 -0.674 -1.642 0.06 -0.14 -0.14 0.126
H -2.241 -2.716 1.780 -0.07 -0.02 0.01 0.131
C -3.175 -2.966 1.256 -0.16 0.27 0.11 -0.182
```
Positions in Å, forces in eV/Å.


What is the formula in the second record?
C41H52F12N2O18